Here is a structure of composition C18H22Br6F12NNaO11 in a non-equilibrium geometry from the Open Molecules 2025 dataset. Energies are from the ωB97M-V functional and the def2-TZVPD basis.

Geometry as ORCA input:
```
! RIJCOSX wB97M-V def2-TZVPD def2/J DEFGRID3
* xyz -1 2
Na 2.074 2.773 -1.142
N 0.382 0.774 -0.032
O -0.329 -0.009 0.568
O 0.922 1.634 0.608
O 0.650 0.699 -1.206
C -1.132 1.139 4.025
Br -2.789 0.204 4.439
Br 0.557 0.074 4.152
Br -0.966 2.735 5.181
H -1.056 1.414 2.973
C 1.802 -2.722 -0.120
Br 1.701 -3.065 1.830
Br 0.570 -4.002 -1.016
Br 3.603 -2.864 -0.868
H 1.376 -1.731 -0.280
C -2.304 -2.365 -1.974
C -2.713 -0.891 -1.887
O -4.095 -0.954 -1.526
C -4.997 -0.131 -1.975
O -4.848 0.790 -2.824
C -6.354 -0.296 -1.296
F -6.413 -1.316 -0.462
F -6.628 0.836 -0.616
F -7.270 -0.482 -2.330
H -1.219 -2.406 -2.064
H -2.776 -2.837 -2.835
H -2.610 -3.003 -1.145
H -2.626 -0.383 -2.847
H -2.148 -0.481 -1.050
C -3.263 -1.858 1.739
C -2.367 -3.049 2.068
O -3.086 -4.178 2.347
C -2.497 -5.374 2.511
O -1.326 -5.588 2.542
C -3.585 -6.441 2.719
F -3.097 -7.694 2.554
F -4.007 -6.406 3.934
F -4.597 -6.232 1.891
H -3.767 -1.328 2.548
H -3.932 -2.248 0.972
H -2.717 -1.058 1.239
H -1.615 -2.875 2.837
H -1.826 -3.096 1.123
C 2.696 3.530 4.335
C 2.487 3.854 2.845
O 3.647 4.626 2.438
C 3.695 5.102 1.229
O 2.949 4.747 0.325
C 4.820 6.135 1.038
F 4.262 7.234 0.411
F 5.215 6.506 2.230
F 5.836 5.707 0.307
H 3.734 3.245 4.504
H 1.960 2.785 4.637
H 2.583 4.471 4.874
H 1.504 4.304 2.711
H 2.478 2.999 2.168
C 1.422 -0.524 -4.096
C 2.766 -0.520 -3.394
O 3.750 0.171 -4.149
C 3.843 1.511 -4.101
O 3.149 2.183 -3.290
C 4.634 2.215 -5.208
F 5.521 1.300 -5.616
F 3.816 2.616 -6.184
F 5.295 3.214 -4.722
H 1.088 0.491 -4.310
H 0.624 -0.972 -3.505
H 1.597 -0.966 -5.077
H 3.169 -1.531 -3.332
H 2.775 -0.138 -2.373
*
```

## Properties
* E_tot: -18386.2241 Ha
* HOMO-LUMO gap (alpha / beta): 1.91 / 6.89 eV
* LUMO level (alpha / beta): 1.148 / 1.148 eV
* <S²>: 0.75
* HOMO energy (alpha / beta): -0.764 / -5.744 eV

---

Here is a cluster of 2 separate species, C3H9NO3 in total in a non-equilibrium geometry from the Open Molecules 2025 dataset. Energies are from the ωB97M-V functional and the def2-TZVPD basis.

Geometry as ORCA input:
```
! RIJCOSX wB97M-V def2-TZVPD def2/J DEFGRID3
* xyz 0 1
C 1.612 0.852 0.690
C 1.313 0.338 -0.712
N -0.055 0.670 -1.156
C -1.005 -0.281 -1.349
O -0.879 -1.448 -1.590
O -2.243 0.326 -1.268
H 2.577 0.464 1.016
H 1.784 1.934 0.699
H 0.850 0.573 1.409
H 1.944 0.768 -1.484
H 1.404 -0.743 -0.670
H -0.332 1.616 -1.023
H -2.874 -0.386 -1.259
O -1.049 -1.417 2.434
H -1.311 -2.321 2.319
H -1.735 -0.947 1.944
*
```

## Properties
* E_tot: -400.2095 Ha
* HOMO-LUMO gap: 10.52 eV
* relative energy (zero: lowest compared OMol25 entry of this formula, charge and spin): 7.5 kcal per mole
* LUMO level: 0.575 eV
* SMILES string: CCNC(=O)O.O
* HOMO energy: -9.941 eV

---

Here is a cluster of 2 separate species, C4H14NOS in total in a non-equilibrium geometry from the Open Molecules 2025 dataset. Energies are from the ωB97M-V functional and the def2-TZVPD basis.

Geometry as ORCA input:
```
! RIJCOSX wB97M-V def2-TZVPD def2/J DEFGRID3
* xyz 1 1
C -1.654 -0.280 0.094
C -0.985 -1.711 0.276
C 0.341 -1.843 -0.458
S 1.568 -1.209 0.666
C 2.287 0.473 0.450
N -0.808 0.787 0.880
H -1.606 0.038 -0.880
H -2.660 -0.344 0.438
H -1.810 -2.440 -0.199
H -0.943 -1.954 1.376
H 0.451 -1.470 -1.446
H 0.761 -2.888 -0.653
H 2.494 0.690 -0.634
H 3.426 0.518 0.728
H 1.783 1.254 1.116
H -0.893 1.703 0.520
H -1.165 0.736 1.926
H 0.152 0.427 1.068
H 0.455 2.221 -1.850
H -0.869 2.866 -2.094
O -0.323 2.426 -1.324
*
```

## Properties
* E_tot: -688.6803 Ha
* HOMO-LUMO gap: 9.58 eV
* relative energy (zero: lowest compared OMol25 entry of this formula, charge and spin): 51.7 kcal per mole
* LUMO level: -3.057 eV
* HOMO energy: -12.635 eV

---

Here is a structure of composition C4H13O4 in a non-equilibrium geometry from the Open Molecules 2025 dataset. Energies are from the ωB97M-V functional and the def2-TZVPD basis.

Geometry as ORCA input:
```
! RIJCOSX wB97M-V def2-TZVPD def2/J DEFGRID3
* xyz -1 1
C 0.634 -1.063 -1.284
C 1.180 -1.799 -0.022
C 1.369 -1.086 1.344
O 2.017 0.171 1.254
C -0.744 -0.339 -1.183
O -0.831 1.024 -0.941
H 1.237 -0.152 -1.409
H 0.731 -1.802 -2.070
H 2.206 -2.078 -0.322
H 0.666 -2.756 0.079
H 0.423 -0.813 1.808
H 2.059 -1.705 1.898
H -1.346 -0.978 -0.481
H -1.264 -0.436 -2.153
H -0.647 1.351 0.199
H 1.345 0.877 1.185
H -0.394 2.782 0.819
O -0.426 1.905 1.249
H -2.282 2.360 0.627
H -2.809 2.103 -0.723
O -3.124 2.435 0.125
*
```

## Properties
* E_tot: -461.1748 Ha
* HOMO-LUMO gap: 8.46 eV
* relative energy (zero: lowest compared OMol25 entry of this formula, charge and spin): 23.7 kcal per mole
* LUMO level: 3.897 eV
* HOMO energy: -4.564 eV

---

Here is the molecule C3H7NO in a non-equilibrium geometry from the Open Molecules 2025 dataset. Energies are from the ωB97M-V functional and the def2-TZVPD basis.

Geometry as ORCA input:
```
! RIJCOSX wB97M-V def2-TZVPD def2/J DEFGRID3
* xyz 0 1
N -0.134 -1.277 1.177
C 0.226 -0.919 -0.196
C -0.364 0.432 -0.691
C 0.453 1.584 -0.177
O 0.391 2.682 -0.655
H -0.008 -0.470 1.775
H -1.087 -1.603 1.264
H 1.322 -0.965 -0.256
H -0.147 -1.637 -0.934
H -1.382 0.408 -0.231
H -0.399 0.416 -1.782
H 1.129 1.349 0.705
*
```

## Properties
* E_tot: -248.4745 Ha
* HOMO-LUMO gap: 10.56 eV
* relative energy (zero: lowest compared OMol25 entry of this formula, charge and spin): 32.6 kcal per mole
* LUMO level: 1.014 eV
* SMILES string: NCCC=O
* HOMO energy: -9.550 eV

---

Here is a cluster of 2 separate species, C6H16 in total in a non-equilibrium geometry from the Open Molecules 2025 dataset. Energies are from the ωB97M-V functional and the def2-TZVPD basis.

Geometry as ORCA input:
```
! RIJCOSX wB97M-V def2-TZVPD def2/J DEFGRID3
* xyz 0 1
C -0.796 -0.535 -2.981
C -1.001 -0.921 -1.538
C 0.364 -1.391 -1.070
C -1.370 0.416 -0.847
H -0.505 0.574 -3.202
H -1.833 -0.877 -3.512
H 0.051 -1.167 -3.516
H -1.710 -1.823 -1.404
H 1.089 -0.595 -0.907
H 0.300 -1.802 -0.110
H 1.030 -2.107 -1.578
H -2.001 1.086 -1.411
H -2.135 0.375 -0.059
H -0.672 0.989 -0.192
C 0.549 1.310 3.216
C 1.749 0.777 2.412
H 0.663 2.125 3.727
H -0.208 1.327 2.560
H 0.325 0.429 3.960
H 1.593 -0.232 1.999
H 2.706 0.664 2.907
H 1.813 1.376 1.547
*
```

## Properties
* E_tot: -238.1005 Ha
* HOMO-LUMO gap: 11.87 eV
* relative energy (zero: lowest compared OMol25 entry of this formula, charge and spin): 60.3 kcal per mole
* LUMO level: 1.074 eV
* SMILES string: CC(C)C.CC
* HOMO energy: -10.792 eV

---

Here is a structure of composition H30O15 in a non-equilibrium geometry from the Open Molecules 2025 dataset. Energies are from the ωB97M-V functional and the def2-TZVPD basis.

Geometry as ORCA input:
```
! RIJCOSX wB97M-V def2-TZVPD def2/J DEFGRID3
* xyz 0 1
H 0.010 -0.035 -0.644
H -1.142 0.446 0.115
H -1.721 5.175 0.293
H -1.034 4.008 -0.451
H 2.764 -0.524 -2.390
H 4.264 -0.136 -1.841
H 1.550 2.579 -0.192
H 2.015 1.521 -1.187
H -2.144 -3.498 -1.293
H -1.092 -3.467 -2.281
H 0.435 2.488 -3.693
H 0.967 3.838 -2.951
H 3.295 -0.067 2.882
H 1.773 -0.401 3.322
H 3.500 -1.950 -0.251
H 2.487 -3.025 -0.786
H -1.975 1.176 3.536
H -0.605 0.837 3.067
H -2.901 1.912 2.356
H -3.692 1.471 1.222
H 4.116 1.911 -0.245
H 3.308 1.306 0.883
H -4.347 -0.823 -2.508
H -3.454 -0.792 -1.294
H -4.995 -3.288 -0.368
H -4.791 -1.895 0.227
H 1.513 -1.027 1.270
H 0.306 -0.802 2.176
H 1.047 -3.685 -0.382
H 0.771 -3.736 1.140
O -0.667 0.708 -0.616
O -1.785 4.714 -0.569
O 3.658 -0.870 -1.987
O 2.360 2.364 -0.681
O -1.169 -3.394 -1.395
O 0.204 3.179 -3.081
O 2.721 -0.766 3.199
O 3.111 -2.801 -0.057
O -1.078 1.482 3.725
O -3.457 2.287 1.707
O 3.460 1.125 -0.068
O -3.842 -1.399 -1.917
O -5.477 -2.576 0.112
O 0.918 -0.402 1.496
O 0.815 -3.164 0.401
*
```

## Properties
* E_tot: -1146.2925 Ha
* HOMO-LUMO gap: 7.28 eV
* relative energy (zero: lowest compared OMol25 entry of this formula, charge and spin): 218.1 kcal per mole
* LUMO level: -0.673 eV
* HOMO energy: -7.955 eV

---

Here is the molecule C2H4N2O2S in a non-equilibrium geometry from the Open Molecules 2025 dataset. Energies are from the ωB97M-V functional and the def2-TZVPD basis.

Geometry as ORCA input:
```
! RIJCOSX wB97M-V def2-TZVPD def2/J DEFGRID3
* xyz 0 1
O -0.722 1.528 2.302
N -1.016 0.722 1.182
C 0.064 0.493 0.586
N 0.056 -0.304 -0.584
O -1.179 -0.748 -0.911
C 1.148 -0.677 -1.255
S 1.147 -1.603 -2.672
H -1.617 1.656 2.689
H 1.023 0.734 1.040
H -1.001 -1.434 -1.599
H 2.098 -0.367 -0.779
*
```

## Properties
* E_tot: -736.6600 Ha
* HOMO-LUMO gap: 8.86 eV
* relative energy (zero: lowest compared OMol25 entry of this formula, charge and spin): 91.0 kcal per mole
* LUMO level: 0.014 eV
* SMILES string: O/N=C/N(O)C=S
* HOMO energy: -8.850 eV

---

Question: E_tot of number 6 (C6H16)?
Answer: -238.1005 Ha

---

Question: The lowest E_tot belongs to which entry?
Answer: C18H22Br6F12NNaO11

---

Question: What is the E_tot in the fifth record?
Answer: -248.4745 Ha